No. 1
# CH8N2OSi

2 unconnected molecules or ions with the total composition CH8N2OSi (ωB97M-V with the def2-TZVPD basis set, the Open Molecules 2025 dataset).

Values from the calculation:
Max |F| ... 3.60 eV/A
Frontier orbital gap ... 8.34 eV
Energy relative to the best compared isomer or geometry (same formula, charge and spin) ... 3.591 eV
Molar mass ... 92.17 g/mol
Calculated total energy ... -14071.8741 eV

The geometry in ORCA input format:
```
! wB97M-V def2-TZVPD RIJCOSX def2/J DEFGRID3
* xyz 0 1
H -2.81 0.24 1.17
N -2.46 0.59 0.28
H -2.18 1.54 0.53
H 1.81 1.25 1.16
Si 0.28 0.15 0.13
H 0.62 -2.20 1.08
N 0.80 0.95 -1.34
H -0.28 -2.17 -0.41
H 0.70 0.37 -2.11
H 0.44 1.87 -1.44
H 1.59 -1.93 -0.42
O 0.94 1.01 1.35
C 0.55 -1.68 0.03
*
```

No. 2
# C26H49N5O6

11 unconnected molecules or ions with the total composition C26H49N5O6 (ωB97M-V with the def2-TZVPD basis set, the Open Molecules 2025 dataset).

Values from the calculation:
SMILES string ... c1cc[nH]c1.c1cc[nH]c1.c1cc[nH]c1.c1cc[nH]c1.c1cc[nH]c1.CO.CO.CO.CO.CO.CO
Max |F| ... 2.97 eV/A
Frontier orbital gap ... 8.07 eV
Energy relative to the best compared isomer or geometry (same formula, charge and spin) ... 3.627 eV
Molar mass ... 527.71 g/mol
Calculated total energy ... -47487.1501 eV

The geometry in ORCA input format:
```
! wB97M-V def2-TZVPD RIJCOSX def2/J DEFGRID3
* xyz 0 1
C -18.15 -23.17 10.59
C -13.85 -23.45 12.60
C -12.24 -19.35 11.26
C -10.02 -20.12 7.55
H -14.44 -19.66 7.42
H -14.96 -25.38 12.44
H -11.19 -19.11 11.41
N -16.73 -22.46 9.11
H -12.59 -20.30 11.65
H -14.95 -23.49 9.62
H -7.26 -21.63 8.70
H -8.99 -23.40 13.64
H -8.75 -19.34 9.20
H -10.53 -21.68 6.00
H -12.34 -21.78 3.31
C -16.94 -23.88 10.81
H -18.63 -21.58 9.12
H -7.26 -23.82 4.70
C -8.46 -20.23 14.35
H -15.98 -20.66 6.22
H -13.64 -21.09 6.84
N -11.86 -24.38 12.95
C -8.09 -24.23 5.26
C -14.02 -24.87 12.60
H -12.50 -26.34 7.27
C -9.16 -25.39 6.84
H -14.64 -22.75 12.41
C -8.56 -21.53 14.83
H -8.57 -22.82 6.84
H -7.08 -25.21 10.39
H -12.93 -18.46 12.72
H -11.87 -22.32 12.76
N -7.92 -25.12 6.30
H -16.38 -22.11 8.23
C -13.02 -23.17 4.62
H -8.33 -21.79 15.85
H -9.28 -26.03 7.70
C -14.30 -26.05 7.88
H -9.48 -21.54 11.62
N -8.84 -20.16 13.04
H -14.89 -26.92 7.57
C -15.98 -23.33 9.92
H -12.37 -22.86 5.44
C -17.97 -22.30 9.57
H -9.74 -24.23 10.25
C -9.45 -24.07 4.98
H -19.08 -23.43 11.06
H -14.89 -25.14 7.76
C -12.77 -25.39 12.76
C -8.14 -21.25 8.21
H -9.94 -23.59 4.15
O -13.17 -25.69 7.04
C -10.09 -24.71 6.03
H -10.91 -24.63 13.19
O -12.96 -18.26 11.78
N -8.79 -21.91 7.20
C -11.78 -22.97 9.10
H -7.05 -25.43 6.71
C -7.78 -24.40 10.14
H -8.86 -19.31 12.50
C -9.86 -21.27 6.74
C -8.91 -20.10 8.45
H -12.40 -19.49 10.19
H -11.62 -23.54 8.19
H -11.16 -24.71 6.14
H -13.97 -22.65 4.75
H -10.83 -19.40 7.51
O -15.73 -21.25 6.94
O -10.51 -22.54 9.68
C -14.49 -20.75 7.43
H -14.07 -25.97 8.94
H -8.10 -19.32 14.81
C -12.48 -23.20 12.73
H -10.01 -21.99 9.07
O -9.09 -24.93 10.36
H -7.60 -23.66 10.92
H -7.68 -24.09 9.10
H -16.86 -24.77 11.42
H -13.20 -24.24 4.77
O -12.47 -22.73 3.36
H -14.37 -21.06 8.46
C -8.92 -22.32 13.71
C -9.14 -21.41 12.64
H -12.37 -23.55 9.81
H -12.33 -22.05 8.91
H -12.42 -26.41 12.85
*
```

No. 3
# C32H51N11O3

11 unconnected molecules or ions with the total composition C32H51N11O3 (ωB97M-V with the def2-TZVPD basis set, the Open Molecules 2025 dataset).

Values from the calculation:
SMILES string ... [H]/N=C/C[C@@H]1CC(=O)O[C@@H]1CCCCCOC.CC#N.CC#N.CC#N.CC#N.CC#N.CC#N.CC#N.CC#N.CC#N.CC#N
Max |F| ... 5.00 eV/A
Frontier orbital gap ... 9.32 eV
Energy relative to the best compared isomer or geometry (same formula, charge and spin) ... 0.000 eV
Molar mass ... 637.83 g/mol
Calculated total energy ... -56537.2466 eV

The geometry in ORCA input format:
```
! wB97M-V def2-TZVPD RIJCOSX def2/J DEFGRID3
* xyz 0 1
H -1.66 1.81 -0.14
H 7.79 6.02 -3.65
H 4.97 2.20 -0.26
H 4.49 1.01 -1.49
H 3.83 -0.20 -4.76
C 0.58 -0.88 2.07
H 3.16 1.45 -4.73
H -1.71 2.98 1.80
H -0.64 -2.17 0.84
C 0.73 -2.38 -8.29
H -1.15 -4.48 -1.63
H 3.25 7.71 -1.44
C -3.43 -4.18 -0.70
C -1.77 1.00 6.41
H -1.57 1.50 4.34
H -2.49 -0.61 -0.04
N -1.61 0.26 7.31
H -6.40 -1.26 3.58
N -1.77 1.95 1.99
C -1.82 -3.92 -3.75
H -5.44 -2.60 4.23
C 1.24 -2.26 10.24
C 2.58 6.85 -1.44
C 1.72 -0.10 -5.05
H -3.49 -6.79 3.10
C -2.38 -5.02 2.69
C 6.91 6.06 -4.30
H -1.37 -2.41 -1.31
C 1.18 7.29 -1.15
O -3.27 -4.87 -1.97
C -5.56 -1.93 3.38
H 1.55 -0.38 9.28
H -0.02 -1.12 8.95
C -0.11 -0.68 -1.91
H 0.98 -1.94 -0.52
H 0.12 -2.70 -3.71
H -1.46 2.88 5.46
C 0.52 -0.89 -0.46
H 6.49 5.06 -4.38
C -1.01 -2.55 -3.59
H -1.37 -4.55 -4.60
C -1.86 -0.32 0.87
H 0.27 -0.15 2.89
C 1.96 -0.54 1.28
C 3.10 0.47 -5.21
C -1.97 1.94 5.26
H 0.37 -2.14 -9.29
C 1.04 -1.32 9.09
H -1.18 6.03 5.13
O 3.14 -0.73 1.61
H 2.92 6.14 -0.69
H 3.25 1.88 -0.56
N 4.19 3.89 -2.88
C 4.23 1.97 -1.03
C 4.21 3.04 -2.07
O 1.55 0.01 0.01
N 1.40 -3.00 11.14
H -1.32 -1.85 -4.45
C -0.43 -1.03 0.82
H 2.62 6.37 -2.42
H -0.24 6.41 3.67
H 7.22 6.40 -5.29
H 0.69 -0.87 -2.71
H 0.37 -3.36 -8.00
H -4.65 -1.34 3.26
C -1.31 -1.75 -2.23
C -1.91 5.13 3.34
H -0.47 0.40 -2.12
H 1.44 -1.76 8.17
H -2.75 -4.58 0.13
H -2.89 -3.68 -4.07
C 2.23 -2.35 -8.26
N -2.79 4.74 2.66
H 0.73 -1.96 2.41
H -2.40 -0.69 1.81
C -0.79 5.62 4.19
H 3.33 0.59 -6.27
H 0.34 -1.64 -7.59
N 0.63 -0.54 -4.92
N -6.02 -3.34 1.16
H -2.26 -1.13 -2.41
N -2.27 -3.97 2.16
C 5.90 7.01 -3.73
N 5.10 7.76 -3.28
C -2.53 -6.34 3.36
H -2.47 -6.22 4.44
C -5.82 -2.72 2.14
H -3.04 2.14 5.12
N 0.08 7.63 -0.91
H -1.73 -7.02 3.04
H -3.33 -3.03 -0.80
H -1.61 -5.92 -2.67
C -1.89 -4.82 -2.43
C -1.76 1.27 0.87
N 3.40 -2.33 -8.24
H -4.52 -4.35 -0.36
H -0.11 4.80 4.42
*
```

No. 4
# C21H31As3AuO6S

A molecular structure, C21H31As3AuO6S (ωB97M-V with the def2-TZVPD basis set, the Open Molecules 2025 dataset).

Values from the calculation:
Max |F| ... 0.33 eV/A
Frontier orbital gap (alpha / beta) ... 7.09 / 7.09 eV
Energy relative to the best compared isomer or geometry (same formula, charge and spin) ... 0.000 eV
Molar mass ... 833.27 g/mol
Calculated total energy ... -231608.5493 eV

The geometry in ORCA input format:
```
! wB97M-V def2-TZVPD RIJCOSX def2/J DEFGRID3
* xyz -1 1
O 4.90 1.87 -1.67
H 2.78 -0.61 -5.56
H 2.23 -2.55 1.46
C 0.03 0.90 3.82
C 0.70 1.48 -3.88
H -0.43 -0.91 4.93
H 0.31 -1.56 -2.86
C -3.31 -0.78 -2.58
H 2.39 3.74 -0.68
C -0.75 -1.89 0.36
As 0.48 2.85 -1.44
O 3.02 1.92 -0.15
H -2.09 1.22 3.66
H 1.34 2.45 4.59
H 0.39 -3.18 -2.11
O 1.62 4.14 -1.12
H -0.38 2.82 4.72
C -3.16 -2.41 1.69
C -1.93 -1.23 -0.02
H 0.81 0.10 5.69
C 1.42 1.65 -2.70
O 4.03 -0.23 -0.77
H -2.94 -1.73 -2.98
C 0.38 2.36 4.09
As 0.98 -1.35 -0.41
H 1.88 -2.31 -2.57
H -1.23 1.43 2.10
Au 1.63 0.98 1.25
C 0.87 -2.20 -2.18
H -2.02 -3.78 2.89
C 2.64 0.99 -2.57
C -2.00 -3.07 2.08
H -2.44 1.93 0.08
H 3.11 -2.59 -0.07
C -1.30 0.83 3.01
H -3.10 2.25 -1.51
C 1.18 0.68 -4.91
H 0.08 -3.34 1.73
C -0.12 0.12 5.13
H 4.07 -0.31 -3.47
H 1.76 -3.73 0.21
O 0.10 2.07 -0.01
H -3.96 1.12 -0.42
O -0.79 3.48 -2.26
As -1.88 0.07 -1.51
C 2.13 -2.72 0.39
C -0.81 -2.81 1.41
C -3.12 -1.51 0.64
H -3.55 -0.12 -3.41
C 0.93 0.24 2.85
S 3.77 1.13 -1.19
C 3.12 0.19 -3.60
H -1.56 -0.20 2.74
H 0.60 0.57 -5.82
C 2.39 0.02 -4.76
H -0.24 2.01 -3.98
H -4.21 -0.97 -1.99
H -0.88 0.59 5.76
H -4.03 -1.00 0.34
H 0.43 2.91 3.15
C -2.99 1.49 -0.74
H 0.82 -0.85 2.93
H -4.10 -2.61 2.20
*
```

No. 5
# C19H43NO6P

5 unconnected molecules or ions with the total composition C19H43NO6P (ωB97M-V with the def2-TZVPD basis set, the Open Molecules 2025 dataset).

Values from the calculation:
Max |F| ... 0.44 eV/A
Frontier orbital gap ... 8.24 eV
Molar mass ... 412.53 g/mol
Calculated total energy ... -43452.3729 eV

The geometry in ORCA input format:
```
! wB97M-V def2-TZVPD RIJCOSX def2/J DEFGRID3
* xyz 1 1
H -7.17 -5.88 -0.53
H -4.76 -1.89 -1.33
H -5.93 1.76 -0.07
C -10.31 -5.35 -1.42
H 7.39 -0.57 1.74
H 8.39 2.72 2.41
H -10.14 -3.21 -1.01
H -7.58 -5.35 -2.18
H 1.76 1.12 -1.11
H 9.57 1.41 2.62
H 10.95 2.53 -0.44
H 2.87 1.95 1.24
H 11.43 2.90 2.31
C 10.03 3.00 -0.07
H -5.41 -0.75 -2.53
H 5.22 -2.11 0.23
H 9.43 3.31 -0.92
C -9.21 -6.38 -1.18
H 10.32 4.01 3.10
C -2.80 2.03 -0.23
H 3.42 2.35 -0.38
H -6.84 -1.96 -0.13
P -1.15 1.22 -0.28
H 11.25 4.68 0.63
C -6.01 0.68 0.03
H 0.13 3.21 0.04
H -7.47 -1.74 -1.75
N 1.44 1.58 -0.27
H 4.73 0.31 2.02
C 2.56 2.37 0.29
C 6.74 0.17 -0.19
H -9.34 -6.86 -0.20
H -1.18 0.28 -1.30
H 0.17 2.68 -1.64
C 10.46 3.38 2.23
H 6.71 -0.21 -1.21
H -10.36 -5.10 -2.48
C -7.29 0.12 -0.58
C 9.36 2.33 2.08
H -8.12 0.12 0.12
O -8.39 -4.23 -0.64
C 10.35 4.13 0.90
O -2.73 3.43 -0.14
H -0.86 0.52 0.89
H -7.58 0.70 -1.46
C -5.42 -1.04 -1.47
C -9.82 -4.17 -0.61
H -3.33 1.78 -1.15
H 7.49 0.95 -0.11
O -2.42 3.70 1.23
H 2.27 3.41 0.45
H 3.73 -0.28 0.68
H -9.15 -7.16 -1.93
O -4.92 0.06 -0.69
H 9.52 4.84 0.93
H -10.15 -4.24 0.43
C 5.54 -1.46 1.05
H -5.93 0.41 1.09
C 4.76 -0.15 1.02
H 7.63 -1.73 0.43
H -11.30 -5.69 -1.11
C -7.97 -5.49 -1.16
H -1.70 4.35 1.15
O 5.44 0.72 0.13
C 0.25 2.34 -0.60
H -3.37 1.59 0.59
C 6.96 -0.96 0.81
C -6.84 -1.29 -0.99
H 5.41 -2.00 1.99
O 9.28 2.03 0.68
*
```

No. 6
# C20H24CeCl5N4O13P4

A molecular structure, C20H24CeCl5N4O13P4 (ωB97M-V with the def2-TZVPD basis set, the Open Molecules 2025 dataset).

Values from the calculation:
Max |F| ... 3.86 eV/A
Frontier orbital gap (alpha / beta) ... 7.98 / 8.22 eV
Energy relative to the best compared isomer or geometry (same formula, charge and spin) ... 0.849 eV
Molar mass ... 969.70 g/mol
Calculated total energy ... -166419.5183 eV
⟨S²⟩ ... 0.751

The geometry in ORCA input format:
```
! wB97M-V def2-TZVPD RIJCOSX def2/J DEFGRID3
* xyz 0 2
N 0.13 2.04 1.44
O -3.29 -2.40 2.58
C 1.95 2.79 -0.73
O 3.52 -1.98 2.88
P -2.37 -0.49 -0.90
O -1.59 -1.70 -1.35
Cl -0.06 1.44 -2.62
O 2.43 -1.53 0.60
C -0.10 3.11 0.66
C 2.83 3.51 -1.55
H 0.57 4.26 -0.87
H 3.42 -3.93 0.30
H 2.56 4.50 -1.89
C 1.15 -2.29 -2.61
H 5.31 1.24 -1.58
C -0.63 1.91 2.53
C 0.32 -0.17 -3.11
H -2.69 -2.45 3.35
O 0.96 -0.64 2.65
H 4.75 3.50 -2.48
H 1.41 -5.38 2.31
O 0.30 -3.48 1.09
C -0.01 -0.57 -4.40
H -5.48 -0.77 -0.76
Cl 1.41 -4.28 -4.43
C -1.94 3.84 2.01
H 0.89 -2.37 5.37
C 4.36 1.70 -1.37
N 0.78 3.40 -0.37
Cl 1.69 -3.46 -1.46
H 0.24 -4.82 3.53
C 0.34 -1.85 -4.82
H -2.24 2.61 3.75
H -2.93 0.87 -2.49
H 3.62 0.06 -0.21
C 0.88 -1.00 -2.12
C -3.64 -1.27 0.22
O -1.31 -1.53 1.30
C 1.03 -3.27 2.28
O 1.42 -2.09 4.62
P 0.42 -1.86 3.34
N 2.22 1.55 -0.29
C 0.95 -2.71 -3.92
H -2.64 -2.70 -0.71
Cl -0.03 -2.38 -6.41
Cl -0.88 0.46 -5.46
H -1.31 4.83 0.20
N -3.58 -2.71 -0.15
O -3.28 0.06 -2.11
Ce 0.36 -0.47 0.38
O 3.56 -3.71 1.23
H 3.05 -1.34 3.42
H -5.65 -1.27 0.95
H 1.98 -4.51 3.76
H -2.76 4.51 2.21
O -0.97 -1.96 3.87
H -4.35 -2.99 -0.77
O -2.87 0.18 2.48
C -5.04 -0.72 0.23
C -1.65 2.79 2.87
O -1.59 0.63 -0.30
C 4.05 2.96 -1.87
H -5.00 0.32 0.54
P -2.67 -1.11 1.81
C 3.42 1.04 -0.61
H -0.40 1.07 3.18
P 2.62 -2.52 1.70
C 1.18 -4.58 3.02
C -1.14 4.01 0.90
H -3.55 -3.27 0.71
H -0.55 -3.01 1.17
*
```

No. 7
# C3H7I

2 unconnected molecules or ions with the total composition C3H7I (ωB97M-V with the def2-TZVPD basis set, the Open Molecules 2025 dataset).

Values from the calculation:
SMILES string ... C=CC.I
Max |F| ... 5.74 eV/A
Frontier orbital gap ... 10.67 eV
Energy relative to the best compared isomer or geometry (same formula, charge and spin) ... 1.190 eV
Molar mass ... 169.99 g/mol
Calculated total energy ... -11323.4162 eV

The geometry in ORCA input format:
```
! wB97M-V def2-TZVPD RIJCOSX def2/J DEFGRID3
* xyz 0 1
C 0.01 1.09 0.06
H 1.29 -0.73 0.50
H 0.38 -0.83 -1.99
H -1.55 -0.61 1.28
H -0.80 1.62 0.71
I 0.78 -0.12 -3.22
C 0.34 -0.29 0.71
H -0.13 1.08 -0.94
H -0.53 -2.03 1.55
C -0.62 -1.04 1.22
H 0.83 1.85 0.11
*
```

No. 8
# C28H22OS5Sb2Sn

A molecular structure, C28H22OS5Sb2Sn (ωB97M-V with the def2-TZVPD basis set, the Open Molecules 2025 dataset).

Values from the calculation:
Max |F| ... 0.63 eV/A
Frontier orbital gap ... 7.40 eV
Energy relative to the best compared isomer or geometry (same formula, charge and spin) ... 0.000 eV
Molar mass ... 897.05 g/mol
Calculated total energy ... -104522.2578 eV

The geometry in ORCA input format:
```
! wB97M-V def2-TZVPD RIJCOSX def2/J DEFGRID3
* xyz 0 1
C 4.61 -1.56 4.10
C -2.50 6.83 -0.94
Sn -0.05 -0.21 -0.10
C 3.60 3.29 1.51
H 3.51 1.16 1.33
C 1.18 3.11 2.86
S -1.54 -1.89 -0.76
C -1.58 0.85 4.10
S 1.21 -4.42 -0.27
C 1.80 1.96 2.39
S -3.12 8.49 -1.10
C 3.49 -0.77 3.89
H -1.83 1.44 3.22
Sb 0.90 0.06 2.52
H 0.76 -1.32 5.28
C 1.78 4.35 2.67
H -0.78 -1.31 7.20
H -1.20 7.34 0.69
C 3.02 2.05 1.71
H 5.34 -1.26 4.84
C 3.85 -3.10 2.41
H 1.30 5.24 3.05
C -0.14 -0.71 5.25
H 3.36 0.15 4.45
C -0.71 1.75 -0.33
H 2.02 -2.64 1.43
C -1.57 4.23 -0.63
C -2.44 0.85 5.19
H -2.90 10.46 -4.11
C -1.57 6.54 0.05
C 2.72 -2.32 2.19
H -0.37 5.02 0.97
S 1.84 -0.84 -1.31
H 3.99 -3.99 1.81
H 4.54 3.36 0.98
C 2.99 4.44 1.99
H -1.82 10.95 -2.80
C -0.43 0.08 4.14
H 5.67 -3.33 3.52
C -2.46 8.94 -2.71
H 3.45 5.40 1.84
S 0.20 -3.17 -3.97
C -2.72 10.38 -3.04
C -1.10 5.25 0.20
O -1.85 8.18 -3.41
C -2.50 4.53 -1.63
H -2.83 0.07 7.15
C 4.79 -2.72 3.36
C 2.55 -1.16 2.93
H -2.85 3.74 -2.28
H -3.35 1.44 5.16
Sb 0.50 -2.95 -1.80
H -3.55 10.80 -2.48
C -2.15 0.07 6.30
C -1.10 2.89 -0.46
H 0.23 3.05 3.39
H -3.70 6.05 -2.54
C -1.01 -0.70 6.33
C -2.97 5.82 -1.78
*
```